Molecular formula: C42H44BGeN7O4Rb
Method: DFT, the ωB97M-V functional and the def2-TZVPD basis

Cartesian coordinates (Å):
Rb (-1.596, -0.469, -0.161)
C (-1.518, 4.169, 0.692)
C (-2.093, 3.142, 1.616)
C (-3.382, 2.662, 1.408)
C (-3.931, 1.720, 2.259)
C (-3.198, 1.239, 3.333)
C (-1.910, 1.699, 3.539)
C (-1.363, 2.645, 2.687)
H (-1.330, 3.709, -0.275)
H (-0.583, 4.569, 1.080)
H (-2.218, 4.990, 0.541)
H (-3.955, 3.034, 0.570)
H (-4.945, 1.374, 2.097)
H (-3.627, 0.515, 4.011)
H (-1.331, 1.326, 4.372)
H (-0.356, 3.003, 2.865)
B (-0.256, -3.319, 2.825)
N (0.225, -3.599, 1.381)
C (0.931, -4.661, 0.972)
C (1.195, -4.515, -0.377)
C (0.594, -3.300, -0.703)
N (0.025, -2.765, 0.369)
N (-1.803, -3.268, 2.871)
C (-2.614, -4.298, 3.145)
C (-3.911, -3.827, 3.220)
C (-3.776, -2.458, 2.974)
N (-2.505, -2.144, 2.769)
H (0.095, -4.249, 3.503)
H (0.179, -2.269, 3.189)
H (1.209, -5.447, 1.649)
H (1.739, -5.185, -1.021)
H (0.544, -2.800, -1.654)
H (-2.234, -5.297, 3.268)
H (-4.810, -4.383, 3.424)
H (-4.547, -1.705, 2.950)
C (2.145, -0.560, -3.368)
C (0.922, 0.244, -3.609)
N (0.053, 0.612, -2.709)
C (-0.934, 1.294, -3.369)
C (-0.636, 1.337, -4.720)
N (0.545, 0.668, -4.843)
C (-1.275, 1.941, -5.948)
O (-2.424, 2.434, -5.791)
O (-0.608, 1.895, -6.984)
C (-2.095, 1.823, -2.642)
O (-3.020, 2.435, -3.343)
O (-2.196, 1.716, -1.432)
H (2.292, -0.645, -2.295)
H (3.014, -0.082, -3.821)
H (2.026, -1.560, -3.787)
H (0.998, 0.548, -5.735)
H (-2.811, 2.442, -4.389)
C (-4.520, -3.593, -0.387)
C (-4.202, -3.395, -1.825)
C (-4.842, -4.001, -2.927)
C (-4.173, -3.545, -4.049)
C (-3.154, -2.693, -3.566)
C (-2.134, -1.965, -4.368)
N (-3.194, -2.602, -2.227)
H (-5.313, -4.328, -0.262)
H (-4.825, -2.656, 0.083)
H (-3.630, -3.949, 0.132)
H (-5.684, -4.670, -2.884)
H (-4.364, -3.785, -5.083)
H (-1.950, -2.477, -5.311)
H (-1.210, -1.901, -3.796)
H (-2.467, -0.949, -4.591)
C (3.619, -1.107, 0.374)
Ge (2.062, 0.231, 0.500)
C (2.667, 1.796, -0.679)
C (1.889, 2.941, -0.558)
C (2.072, 4.038, -1.375)
C (3.029, 3.998, -2.377)
C (3.807, 2.863, -2.526)
C (3.633, 1.781, -1.679)
C (2.556, 0.992, 2.366)
C (1.594, 0.803, 3.329)
C (1.804, 1.128, 4.677)
C (2.999, 1.651, 5.082)
C (4.007, 1.914, 4.134)
C (5.219, 2.530, 4.509)
C (6.197, 2.782, 3.590)
C (5.996, 2.435, 2.246)
C (4.815, 1.871, 1.848)
C (3.784, 1.584, 2.765)
H (4.596, -0.635, 0.421)
H (3.552, -1.697, -0.535)
H (3.521, -1.785, 1.217)
H (1.120, 2.952, 0.202)
H (1.464, 4.925, -1.246)
H (3.153, 4.837, -3.050)
H (4.555, 2.826, -3.311)
H (4.266, 0.908, -1.798)
H (0.647, 0.366, 3.038)
H (1.016, 0.952, 5.398)
H (3.191, 1.874, 6.126)
H (5.350, 2.815, 5.547)
H (7.120, 3.266, 3.888)
H (6.780, 2.636, 1.527)
H (4.639, 1.661, 0.805)

Summary:
- Charge: -2
- Orbital gap (spin up / spin down): 0.1526 / 0.0977 hartree
- Spin multiplicity: 2
- Energy relative to the best compared isomer or geometry (same formula, charge and spin): 39.0 kcal/mol
- ⟨S²⟩: 0.752

Molecular formula: C8H15N
Method: DFT, the ωB97M-V functional and the def2-TZVPD basis

Cartesian coordinates (Å):
C (2.143, 0.842, 0.845)
C (1.348, 0.393, -0.151)
C (1.344, 1.067, -1.497)
C (0.918, -1.075, -0.151)
C (-0.517, -1.125, 0.413)
C (-1.468, -1.929, -0.456)
C (-0.910, 0.416, 0.578)
C (-0.943, 0.957, 1.802)
N (-1.617, 0.968, -0.495)
H (2.495, 0.213, 1.643)
H (2.408, 1.886, 0.939)
H (1.781, 2.065, -1.439)
H (1.911, 0.472, -2.219)
H (0.322, 1.155, -1.871)
H (1.591, -1.676, 0.470)
H (0.916, -1.452, -1.171)
H (-0.489, -1.530, 1.426)
H (-2.490, -1.847, -0.081)
H (-1.442, -1.574, -1.487)
H (-1.181, -2.982, -0.458)
H (-1.501, 1.858, 1.996)
H (-0.351, 0.567, 2.608)
H (-2.355, 0.406, -0.884)
H (-1.912, 1.926, -0.360)

Summary:
- SMILES string: C=C(C)C[C@H](C)C(=C)N
- Orbital gap: 0.3145 hartree
- Energy relative to the best compared isomer or geometry (same formula, charge and spin): 46.6 kcal/mol

Molecular formula: C10H25NO4P
Method: DFT, the ωB97M-V functional and the def2-TZVPD basis

Cartesian coordinates (Å):
C (5.517, -0.406, 0.020)
O (4.942, 0.903, -0.176)
C (3.541, 0.717, -0.241)
C (2.748, 2.043, 0.049)
C (1.244, 1.593, 0.235)
C (0.239, 2.783, 0.119)
C (-1.213, 2.472, 0.657)
C (-1.613, 0.979, 0.575)
C (-1.540, 0.397, -0.896)
N (-1.392, -1.095, -0.702)
P (-1.137, -1.980, -2.225)
O (-2.346, -1.906, -3.129)
C (-2.509, -1.646, 0.139)
C (-2.952, -0.716, 1.327)
O (-2.924, 0.686, 1.044)
H (5.476, -0.707, 1.091)
H (6.559, -0.456, -0.344)
H (4.900, -1.132, -0.564)
H (3.213, 0.317, -1.235)
H (3.199, -0.035, 0.518)
H (3.126, 2.539, 0.964)
H (2.838, 2.753, -0.801)
H (1.084, 0.771, -0.501)
H (1.171, 1.136, 1.251)
H (0.640, 3.586, 0.781)
H (0.216, 3.238, -0.897)
H (-1.193, 2.728, 1.744)
H (-1.980, 3.154, 0.224)
H (-0.909, 0.370, 1.206)
H (-2.532, 0.537, -1.382)
H (-0.730, 0.843, -1.502)
H (-0.524, -1.204, -0.151)
H (0.032, -1.523, -2.895)
H (-0.933, -3.355, -1.885)
H (-2.122, -2.584, 0.602)
H (-3.368, -1.969, -0.485)
H (-2.408, -0.912, 2.279)
H (-4.017, -0.966, 1.538)
O (-3.979, -3.855, 1.564)
H (-3.774, -4.685, 1.120)
H (-4.588, -3.414, 0.963)

Summary:
- Charge: +1
- Orbital gap: 0.3291 hartree
- Energy relative to the best compared isomer or geometry (same formula, charge and spin): 29.3 kcal/mol

Molecular formula: C42H45N5O3PPtS5
Method: DFT, the ωB97M-V functional and the def2-TZVPD basis

Cartesian coordinates (Å):
Pt (0.649, 0.218, 0.836)
N (-2.000, -4.512, -5.824)
C (-2.358, -3.780, -4.737)
C (-1.466, -2.847, -4.179)
C (-1.832, -2.088, -3.094)
C (-3.098, -2.258, -2.539)
C (-4.007, -3.161, -3.081)
C (-3.634, -3.921, -4.166)
S (-3.660, -1.201, -1.270)
O (-3.725, 1.018, 0.219)
O (-4.518, -2.204, -0.355)
N (-2.302, -0.838, -0.416)
C (-1.473, -1.918, 0.036)
N (-1.923, -3.138, -0.124)
C (-1.174, -4.133, 0.347)
C (-0.010, -3.894, 1.049)
C (0.391, -2.581, 1.167)
N (-0.327, -1.581, 0.609)
H (-1.052, -4.499, -6.152)
H (-2.583, -5.265, -6.142)
H (-0.479, -2.725, -4.605)
H (-1.125, -1.379, -2.679)
H (-4.992, -3.286, -2.650)
H (-4.332, -4.633, -4.587)
H (-1.545, -5.136, 0.174)
H (0.579, -4.689, 1.480)
H (1.286, -2.281, 1.695)
S (1.592, -0.116, 3.614)
C (2.164, 1.331, 2.922)
C (2.930, 2.262, 3.670)
C (3.500, 3.348, 3.069)
C (3.341, 3.533, 1.686)
C (2.551, 2.652, 1.004)
N (1.916, 1.623, 1.609)
H (3.067, 2.052, 4.720)
H (4.094, 4.042, 3.649)
H (3.827, 4.338, 1.155)
H (2.418, 2.739, -0.061)
O (2.118, -0.989, 0.074)
C (3.477, -0.817, -0.174)
C (3.700, 0.417, -1.040)
C (2.787, 0.881, -1.940)
C (3.264, 1.977, -2.710)
C (4.544, 2.311, -2.390)
S (5.168, 1.297, -1.161)
C (4.272, -0.830, 1.118)
C (4.876, 0.170, 1.817)
C (5.393, -0.260, 3.072)
C (5.161, -1.577, 3.304)
S (4.335, -2.310, 2.000)
C (3.874, -2.020, -1.026)
C (5.103, -2.433, -1.433)
C (5.051, -3.589, -2.262)
C (3.779, -4.024, -2.463)
S (2.636, -3.037, -1.650)
H (1.811, 0.428, -2.044)
H (2.688, 2.486, -3.470)
H (5.155, 3.095, -2.808)
H (4.936, 1.192, 1.475)
H (5.906, 0.390, 3.766)
H (5.438, -2.159, 4.167)
H (6.019, -1.934, -1.144)
H (5.922, -4.072, -2.678)
H (3.457, -4.879, -3.035)
C (-3.176, 2.971, 2.339)
C (-1.704, 2.540, 2.301)
C (-1.402, 1.821, 3.622)
C (-0.792, 3.778, 2.263)
P (-1.218, 1.453, 0.840)
C (-2.658, 0.219, 0.690)
C (-5.062, 0.851, 0.429)
C (-5.715, -0.277, 0.674)
C (-5.037, -1.593, 0.900)
C (-3.976, -1.450, 1.972)
C (-2.962, -0.596, 1.925)
C (-1.347, 2.474, -0.762)
C (-1.498, 1.555, -1.982)
C (0.003, 3.178, -0.948)
C (-2.450, 3.537, -0.832)
H (-3.283, 3.700, 3.145)
H (-3.830, 2.130, 2.583)
H (-3.531, 3.434, 1.424)
H (-1.561, 2.541, 4.428)
H (-0.381, 1.451, 3.683)
H (-2.075, 0.989, 3.818)
H (-0.951, 4.332, 3.190)
H (-1.015, 4.452, 1.439)
H (0.263, 3.506, 2.224)
H (-5.569, 1.797, 0.297)
H (-6.791, -0.228, 0.750)
H (-5.765, -2.337, 1.204)
H (-4.109, -2.052, 2.863)
H (-2.244, -0.552, 2.734)
H (-0.779, 0.734, -1.958)
H (-1.293, 2.155, -2.871)
H (-2.509, 1.162, -2.085)
H (0.785, 2.445, -1.131)
H (0.292, 3.802, -0.106)
H (-0.070, 3.820, -1.829)
H (-3.448, 3.114, -0.769)
H (-2.362, 4.029, -1.804)
H (-2.343, 4.311, -0.076)

Summary:
- Charge: +1
- Orbital gap: 0.2267 hartree
- Energy relative to the best compared isomer or geometry (same formula, charge and spin): 65.5 kcal/mol

Molecular formula: C4H6S2Si
Method: DFT, the ωB97M-V functional and the def2-TZVPD basis

Cartesian coordinates (Å):
C (-0.139, -1.276, 1.591)
C (0.188, 0.019, 1.468)
C (-0.106, -2.103, 0.359)
C (0.492, 0.329, -0.675)
Si (-0.495, 1.819, -1.163)
S (0.039, -1.369, -1.138)
S (2.132, 0.152, -1.169)
H (-0.273, -1.808, 2.551)
H (0.324, 0.874, 1.933)
H (-0.046, -3.187, 0.208)
H (-1.331, 1.663, -2.339)
H (0.544, 2.927, -1.704)
H (-1.329, 1.960, 0.078)

Summary:
- Orbital gap (spin up / spin down): 0.2493 / 0.2311 hartree
- Energy relative to the best compared isomer or geometry (same formula, charge and spin): 81.5 kcal/mol

Molecular formula: C6H12O
Method: DFT, the ωB97M-V functional and the def2-TZVPD basis

Cartesian coordinates (Å):
C (-2.512, -0.764, 1.298)
C (-1.608, -1.081, 0.127)
O (-0.197, -0.873, 0.368)
C (0.135, 0.172, 1.090)
C (1.584, 0.450, 0.782)
C (1.391, 1.270, -0.522)
C (1.543, 0.425, -1.785)
H (-2.398, 0.276, 1.604)
H (-2.278, -1.402, 2.155)
H (-3.549, -0.946, 0.995)
H (-1.854, -0.455, -0.739)
H (-1.681, -2.127, -0.179)
H (0.374, 1.695, -0.484)
H (2.195, -0.441, 0.588)
H (2.044, 1.055, 1.567)
H (2.063, 2.131, -0.539)
H (1.170, 0.959, -2.666)
H (2.592, 0.166, -1.966)
H (0.983, -0.511, -1.693)

Summary:
- Orbital gap: 0.3395 hartree
- Energy relative to the best compared isomer or geometry (same formula, charge and spin): 70.9 kcal/mol

Molecular formula: C4H10O2
Method: DFT, the ωB97M-V functional and the def2-TZVPD basis

Cartesian coordinates (Å):
C (-0.648, 1.764, -0.565)
C (0.361, 0.936, -0.274)
C (0.587, 0.790, 1.110)
C (1.685, -0.001, 1.429)
H (-1.383, 2.030, 0.206)
H (-0.850, 2.037, -1.645)
H (1.118, 0.567, -0.926)
H (0.025, 1.406, 1.867)
H (2.352, -0.307, 2.229)
H (1.917, -0.604, 0.558)
O (0.349, -2.312, 0.884)
H (1.031, -2.961, 0.970)
H (-0.073, -2.514, 0.031)
O (-2.236, -0.609, -1.745)
H (-2.360, 0.365, -1.575)
H (-1.874, -0.586, -2.553)

Summary:
- SMILES string: C=CC=C.O.O
- Orbital gap: 0.3317 hartree
- Energy relative to the best compared isomer or geometry (same formula, charge and spin): 75.0 kcal/mol

Molecular formula: H4N4O2S
Method: DFT, the ωB97M-V functional and the def2-TZVPD basis

Cartesian coordinates (Å):
N (1.908, -0.240, 0.764)
N (-0.296, -2.592, 0.304)
N (0.219, -0.785, -1.014)
N (0.055, -1.651, -0.323)
O (-3.356, 1.601, 0.467)
O (3.288, 1.099, -0.976)
S (2.146, 1.086, 0.282)
H (-3.394, 0.727, 0.860)
H (0.219, -2.903, 1.111)
H (3.355, 1.958, -1.400)
H (-4.143, 1.699, -0.075)

Summary:
- Orbital gap: 0.3466 hartree
- Energy relative to the best compared isomer or geometry (same formula, charge and spin): 0.0 kcal/mol